Entry 1:
A structure of composition C16H48AsF6N4O8, computed with ωB97M-V/def2-TZVPD.

The HOMO-LUMO gap is 9.20 eV. Its total charge is -1. For the lowest unoccupied orbital energy, the calculation gives 0.0913 Ha.

Element x y z (Å)
1 As 0.629 -0.846 0.829
2 F 0.060 0.512 1.862
3 F 1.271 0.272 -0.357
4 F 1.210 -2.089 -0.258
5 F 0.062 -2.069 1.940
6 F -0.952 -0.843 -0.051
7 F 2.217 -0.817 1.666
8 C 2.972 -4.592 -1.734
9 O 3.576 -5.798 -1.191
10 H 1.936 -4.496 -1.409
11 H 3.675 -3.779 -1.552
12 H 2.640 -4.690 -2.767
13 H 4.513 -5.804 -1.401
14 C -0.261 2.921 -1.240
15 O -0.226 1.744 -2.108
16 H 0.731 3.355 -1.114
17 H -0.920 3.683 -1.656
18 H -0.633 2.559 -0.281
19 H 0.316 1.060 -1.709
20 C -3.928 -2.429 -1.211
21 O -4.650 -1.490 -0.982
22 N -2.676 -2.518 -0.832
23 N -4.305 -3.476 -1.886
24 H -2.224 -1.639 -0.626
25 H -2.211 -3.413 -0.785
26 H -5.263 -3.578 -2.190
27 H -3.586 -4.176 -1.999
28 C -3.910 1.490 -2.906
29 O -5.050 1.570 -3.306
30 N -3.645 1.000 -1.787
31 N -2.842 1.950 -3.543
32 H -4.340 0.437 -1.317
33 H -2.709 1.034 -1.410
34 H -2.922 2.462 -4.410
35 H -1.893 1.799 -3.232
36 C 2.514 -0.038 -4.259
37 C 1.684 -1.268 -3.721
38 C 0.289 -1.473 -4.367
39 O 2.529 -2.352 -3.986
40 H 2.004 0.871 -3.938
41 H 2.540 -0.116 -5.345
42 H 3.445 -0.093 -3.694
43 H 1.700 -1.276 -2.631
44 H 0.294 -1.798 -5.408
45 H -0.337 -0.583 -4.318
46 H -0.304 -2.175 -3.781
47 H 3.431 -2.105 -3.769
48 C 4.960 0.582 1.777
49 C 5.661 -0.435 0.880
50 C 6.676 -1.152 1.683
51 O 4.781 -1.284 0.191
52 H 4.331 0.021 2.469
53 H 4.431 1.354 1.218
54 H 5.739 1.112 2.325
55 H 6.195 0.194 0.167
56 H 6.136 -1.934 2.216
57 H 7.466 -0.603 2.196
58 H 7.179 -1.791 0.956
59 H 3.898 -0.907 0.184
60 C 1.169 3.809 2.008
61 C -0.064 4.325 2.780
62 C -1.310 3.529 2.571
63 O 0.253 4.548 4.136
64 H 1.347 2.771 2.290
65 H 2.000 4.412 2.374
66 H 0.987 3.700 0.938
67 H -0.357 5.301 2.394
68 H -1.167 2.473 2.799
69 H -1.627 3.853 1.580
70 H -2.098 3.738 3.295
71 H -0.458 5.024 4.572
72 C -3.606 -0.402 2.910
73 C -4.237 0.353 4.061
74 C -5.753 0.111 4.232
75 O -3.569 0.111 5.273
76 H -2.653 -0.067 2.502
77 H -4.074 -0.267 1.935
78 H -3.459 -1.447 3.183
79 H -4.221 1.429 3.888
80 H -6.397 0.672 3.555
81 H -5.975 0.656 5.149
82 H -6.009 -0.948 4.234
83 H -2.620 0.254 5.246

Atom charges from the Löwdin analysis, given in e for atoms 1 to 2:
1 As 0.875
2 F -0.273


Entry 2:
A cluster of 8 separate species, C16H48BNO13S4 in total, computed with ωB97M-V/def2-TZVPD.

The HOMO-LUMO gap is 1.24 eV. Its total charge is 0. For the lowest unoccupied orbital energy, the calculation gives -0.1575 Ha.

Element x y z (Å)
1 C -3.870 -3.138 2.868
2 C -4.771 -2.962 1.643
3 C -4.461 -1.595 0.907
4 O -5.340 -1.483 -0.202
5 C -5.641 -0.185 -0.623
6 N -4.512 -4.123 0.818
7 H -4.991 -4.137 -0.066
8 H -3.543 -4.259 -7.037
9 H -4.653 -4.998 1.309
10 H -3.981 -2.479 3.728
11 H -2.785 -3.248 2.586
12 H -4.230 -4.061 3.321
13 H -5.828 -2.844 1.983
14 H -3.416 -1.549 0.596
15 H -4.626 -0.707 1.580
16 H -5.900 0.514 0.218
17 H -6.473 -0.295 -1.273
18 H -4.813 0.220 -1.139
19 B 5.713 4.152 0.156
20 H 0.528 0.261 3.351
21 H 2.845 -3.734 -7.002
22 H 5.764 4.312 1.545
23 H 6.606 4.549 -0.422
24 O 6.031 -4.439 4.118
25 S 4.722 -4.457 3.573
26 O 3.809 -5.502 3.796
27 O 4.020 -3.101 4.151
28 C 2.904 -3.078 5.056
29 C 3.299 -2.111 6.100
30 C 4.689 -4.047 1.721
31 H 2.584 -4.093 5.393
32 H 2.037 -2.647 4.521
33 H 4.153 -2.456 6.688
34 H 2.468 -1.899 6.717
35 H 3.710 -1.253 5.572
36 H 4.772 -5.020 1.179
37 H 5.595 -3.488 1.483
38 H 3.851 -3.419 1.422
39 O -4.300 2.950 1.690
40 S -2.976 2.455 1.727
41 O -2.554 1.425 0.791
42 O -2.013 3.817 1.662
43 C -0.628 3.803 1.424
44 C -0.360 4.229 -0.074
45 C -2.620 1.732 3.363
46 H -0.369 2.834 1.695
47 H -0.260 4.485 2.193
48 H -1.013 5.028 -0.337
49 H -0.627 3.416 -0.736
50 H 0.649 4.592 -0.278
51 H -3.064 2.398 4.151
52 H -1.559 1.423 3.466
53 H -3.225 0.873 3.263
54 O 4.582 3.732 -0.738
55 S 3.609 2.603 -0.797
56 O 2.428 2.653 -0.036
57 O 3.263 2.464 -2.310
58 C 3.694 3.486 -3.260
59 C 2.420 4.110 -3.807
60 C 4.457 1.094 -0.512
61 H 4.103 2.867 -3.991
62 H 4.469 4.102 -2.819
63 H 1.898 4.786 -3.095
64 H 1.874 3.279 -4.222
65 H 2.699 4.808 -4.638
66 H 5.464 1.088 -0.942
67 H 3.967 0.242 -0.991
68 H 4.455 1.037 0.590
69 O 0.521 0.204 -2.668
70 S -0.835 0.268 -3.062
71 O -1.408 1.523 -3.460
72 O -1.049 -0.723 -4.250
73 C -1.233 -0.230 -5.537
74 C -2.421 -0.906 -6.138
75 C -1.956 -0.527 -1.906
76 H -0.292 -0.506 -6.055
77 H -1.249 0.847 -5.555
78 H -3.419 -0.610 -5.705
79 H -2.367 -2.019 -6.165
80 H -2.476 -0.555 -7.178
81 H -2.943 -0.266 -2.299
82 H -1.758 0.094 -1.051
83 H -1.845 -1.607 -1.736

Atom charges from the Löwdin analysis, given in e for atoms 1 to 2:
1 C -0.086
2 C -0.433


Entry 3:
A structure of composition C16H48ClNiO12, computed with ωB97M-V/def2-TZVPD.

The HOMO-LUMO gap (spin up / spin down) is 7.63 / 5.66 eV. The energy above the lowest of the compared OMol25 structures with the same formula, charge and spin comes out at 18.61 kcal/mol. As for the expectation value of S²: 2.00. Its total charge is +1. The spin multiplicity is 3. For the lowest unoccupied orbital energy (spin up / spin down), the calculation gives -0.1578 / -0.2300 Ha.

Element x y z (Å)
1 Ni 3.084 -0.073 0.522
2 Cl 0.390 0.989 -0.077
3 O -0.673 0.542 -0.910
4 O 1.650 1.121 -0.796
5 O 0.090 2.194 0.621
6 O 0.751 -0.043 0.889
7 C 3.037 3.708 1.743
8 C 3.960 2.551 2.103
9 O 3.208 1.311 1.960
10 H 2.334 3.874 2.563
11 H 2.468 3.524 0.834
12 H 3.582 4.644 1.608
13 H 4.335 2.625 3.121
14 H 4.798 2.560 1.406
15 H 2.601 1.273 2.746
16 C -3.401 0.867 1.230
17 C -3.508 -0.253 2.278
18 O -3.838 0.343 3.534
19 H -4.335 1.427 1.231
20 H -3.253 0.441 0.237
21 H -2.551 1.496 1.490
22 H -2.540 -0.764 2.276
23 H -4.296 -0.958 2.000
24 H -3.367 -0.180 4.193
25 C -1.128 3.466 -3.867
26 C 0.051 3.708 -2.933
27 O 0.648 4.993 -3.007
28 H -0.929 3.647 -4.922
29 H -1.993 4.063 -3.570
30 H -1.467 2.435 -3.732
31 H 0.841 2.965 -3.041
32 H -0.343 3.565 -1.918
33 H 0.095 5.602 -2.509
34 C -0.397 1.427 3.729
35 C 0.572 0.870 4.766
36 O 1.917 0.947 4.287
37 H 0.127 2.248 3.229
38 H -1.258 1.891 4.209
39 H -0.736 0.701 2.994
40 H 0.251 -0.170 4.903
41 H 0.446 1.399 5.712
42 H 2.473 0.721 5.043
43 C -2.963 -0.476 -3.473
44 C -4.027 0.434 -2.871
45 O -5.175 0.447 -3.707
46 H -1.977 -0.335 -3.030
47 H -2.839 -0.287 -4.537
48 H -3.277 -1.496 -3.249
49 H -3.638 1.460 -2.864
50 H -4.270 0.192 -1.834
51 H -5.830 1.041 -3.333
52 C 3.845 -3.188 -2.059
53 C 3.228 -2.960 -0.677
54 O 2.639 -1.649 -0.673
55 H 3.121 -3.027 -2.861
56 H 4.337 -4.159 -2.102
57 H 4.617 -2.449 -2.295
58 H 4.080 -3.051 -0.001
59 H 2.498 -3.722 -0.414
60 H 2.061 -1.538 -1.468
61 C -0.124 -2.688 3.167
62 C 0.275 -3.374 1.856
63 O 1.560 -3.959 1.971
64 H 0.002 -3.294 4.064
65 H -1.163 -2.352 3.134
66 H 0.472 -1.781 3.308
67 H 0.300 -2.642 1.048
68 H -0.431 -4.159 1.565
69 H 1.516 -4.766 2.489
70 C -0.771 -3.438 -2.924
71 C 0.128 -2.336 -3.460
72 O 0.545 -1.488 -2.375
73 H -0.928 -4.193 -3.698
74 H -1.722 -3.109 -2.514
75 H -0.226 -3.983 -2.148
76 H -0.420 -1.753 -4.204
77 H 1.046 -2.675 -3.934
78 H -0.189 -0.943 -2.065

Atom charges from the Löwdin analysis, given in e for atoms 1 to 2:
1 Ni 1.083
2 Cl 0.700


Entry 4:
A structure of composition C16H48KO24PV2, computed with ωB97M-V/def2-TZVPD.

The HOMO-LUMO gap is 6.91 eV. Its total charge is 0. For the lowest unoccupied orbital energy, the calculation gives -0.0916 Ha.

Element x y z (Å)
1 K 4.326 13.153 -12.426
2 O 7.225 13.334 -15.887
3 V 7.399 14.159 -14.568
4 O 8.059 15.467 -15.020
5 O 6.862 8.766 -13.607
6 V 6.567 10.377 -13.491
7 O 4.921 10.420 -13.739
8 P 8.278 12.408 -12.590
9 O 9.207 13.297 -13.585
10 O 6.910 12.548 -13.333
11 O 8.240 13.020 -11.120
12 O 8.453 10.858 -12.670
13 C 7.284 9.755 -16.824
14 C 8.168 8.498 -16.745
15 O 9.548 8.867 -16.550
16 O 7.363 10.519 -15.622
17 H 6.271 9.512 -17.145
18 H 7.638 10.419 -17.614
19 H 8.140 7.871 -17.636
20 H 7.837 7.857 -15.928
21 H 9.708 8.926 -15.605
22 H 8.081 11.152 -15.687
23 C 12.583 11.800 -13.065
24 C 12.637 13.275 -13.502
25 O 13.534 13.412 -14.618
26 O 13.830 11.339 -12.585
27 H 12.199 11.212 -13.899
28 H 11.819 11.705 -12.293
29 H 12.930 13.975 -12.720
30 H 11.629 13.499 -13.850
31 H 13.290 14.172 -15.151
32 H 14.505 11.889 -12.990
33 C 9.159 11.413 -8.495
34 C 10.524 11.494 -9.284
35 O 10.789 12.687 -10.043
36 O 8.082 11.212 -9.442
37 H 9.008 12.168 -7.723
38 H 9.091 10.594 -7.779
39 H 10.810 10.743 -10.020
40 H 11.245 11.567 -8.470
41 H 10.059 12.811 -10.654
42 H 8.115 11.948 -10.057
43 C 5.151 9.375 -10.420
44 C 4.244 10.237 -9.533
45 O 5.001 11.161 -8.753
46 O 6.057 10.075 -11.318
47 H 4.531 8.710 -11.020
48 H 5.842 8.801 -9.802
49 H 3.679 9.585 -8.867
50 H 3.587 10.823 -10.176
51 H 5.482 11.774 -9.314
52 H 6.862 10.218 -10.815
53 C 10.922 12.577 -16.372
54 C 10.810 12.468 -17.858
55 O 10.924 11.064 -18.234
56 O 9.778 12.110 -15.622
57 H 11.049 13.652 -16.242
58 H 11.840 12.060 -16.092
59 H 11.572 13.104 -18.308
60 H 9.819 12.713 -18.241
61 H 10.219 10.578 -17.799
62 H 9.732 12.578 -14.786
63 C 6.890 14.368 -8.260
64 C 5.747 14.531 -9.263
65 O 5.774 13.453 -10.130
66 O 8.153 14.690 -8.813
67 H 6.918 13.363 -7.837
68 H 6.717 15.025 -7.407
69 H 5.984 15.448 -9.802
70 H 4.811 14.724 -8.738
71 H 6.679 13.382 -10.442
72 H 8.224 14.125 -9.586
73 C 8.552 16.299 -11.592
74 C 9.941 15.698 -11.503
75 O 10.370 15.366 -12.768
76 O 7.541 15.338 -12.063
77 H 8.574 17.119 -12.309
78 H 8.321 16.610 -10.574
79 H 10.005 14.833 -10.843
80 H 10.653 16.403 -11.073
81 H 10.033 14.509 -13.038
82 H 7.795 14.458 -11.774
83 C 10.081 8.078 -13.155
84 C 9.981 8.041 -11.621
85 O 8.831 8.765 -11.128
86 O 10.381 9.392 -13.615
87 H 9.176 7.679 -13.612
88 H 10.906 7.440 -13.472
89 H 10.872 8.514 -11.208
90 H 9.728 7.031 -11.296
91 H 8.782 9.585 -11.625
92 H 9.698 9.990 -13.304

Atom charges from the Löwdin analysis, given in e for atoms 1 to 2:
1 K 0.904
2 O -0.256


Entry 5:
A structure of composition C16H48N4O8, computed with ωB97M-V/def2-TZVPD.

The HOMO-LUMO gap is 7.47 eV. The energy above the lowest of the compared OMol25 structures with the same formula, charge and spin comes out at 139.58 kcal/mol. Its total charge is 0. For the lowest unoccupied orbital energy, the calculation gives 0.0092 Ha.

Element x y z (Å)
1 C -24.221 -1.414 6.649
2 O -23.783 -0.227 6.030
3 H -25.184 -1.777 6.368
4 H -24.325 -1.145 7.658
5 H -23.499 -2.138 6.802
6 H -22.920 0.107 6.385
7 C -29.036 -0.318 6.692
8 O -27.631 -0.593 6.891
9 H -29.617 -0.718 7.514
10 H -29.492 -0.821 5.859
11 H -29.269 0.728 6.508
12 H -27.291 -0.135 7.627
13 C -24.783 -4.265 2.668
14 O -23.898 -5.199 2.995
15 N -24.905 -4.306 1.383
16 N -24.502 -2.936 2.612
17 H -24.425 -5.224 1.154
18 H -25.851 -4.678 1.016
19 H -23.831 -2.688 3.402
20 H -25.371 -2.311 3.048
21 C -27.493 -1.934 2.932
22 O -28.214 -3.066 2.693
23 N -26.529 -1.833 3.816
24 N -27.535 -1.023 2.023
25 H -26.655 -2.449 4.661
26 H -26.140 -0.900 4.208
27 H -28.483 -1.117 1.614
28 H -27.176 -0.002 2.125
29 C -27.185 -6.406 2.194
30 C -27.395 -6.501 0.718
31 C -28.477 -5.474 0.373
32 O -26.421 -6.237 -0.035
33 H -27.956 -6.886 2.734
34 H -27.107 -5.365 2.526
35 H -26.301 -6.938 2.526
36 H -27.806 -7.533 0.483
37 H -29.350 -5.513 0.979
38 H -28.671 -5.525 -0.691
39 H -28.003 -4.502 0.469
40 H -26.169 -7.078 -0.379
41 C -27.743 -3.626 6.842
42 C -26.975 -4.654 6.042
43 C -27.832 -5.678 5.265
44 O -26.159 -4.158 5.289
45 H -26.965 -3.058 7.359
46 H -28.373 -4.106 7.590
47 H -28.341 -2.956 6.181
48 H -26.377 -5.218 6.732
49 H -28.537 -6.098 6.024
50 H -27.233 -6.505 4.883
51 H -28.362 -5.250 4.415
52 H -25.308 -4.603 5.492
53 C -24.559 -7.242 5.586
54 C -23.709 -6.272 6.385
55 C -22.268 -6.812 6.586
56 O -23.682 -5.076 5.878
57 H -23.977 -8.204 5.463
58 H -24.613 -6.901 4.530
59 H -25.428 -7.634 6.096
60 H -24.094 -6.210 7.415
61 H -21.710 -6.119 7.174
62 H -21.770 -6.998 5.631
63 H -22.314 -7.749 7.148
64 H -23.363 -4.541 6.570
65 C -25.639 -2.272 10.129
66 C -25.205 -3.655 10.572
67 C -25.170 -4.590 9.405
68 O -24.045 -3.679 11.054
69 H -26.646 -2.312 9.845
70 H -24.958 -1.880 9.392
71 H -25.691 -1.503 10.887
72 H -26.007 -3.967 11.246
73 H -24.645 -5.567 9.619
74 H -24.684 -4.256 8.458
75 H -26.185 -4.899 9.230
76 H -23.990 -3.095 11.841

Atom charges from the Löwdin analysis, given in e for atoms 1 to 2:
1 C -0.155
2 O -0.113


Entry 6:
A cluster of 8 separate species, C16H48O16 in total, computed with ωB97M-V/def2-TZVPD.

The HOMO-LUMO gap is 10.03 eV. The energy above the lowest of the compared OMol25 structures with the same formula, charge and spin comes out at 101.94 kcal/mol. The SMILES is OCCO.OCCO.OCCO.OCCO.OCCO.OCCO.OCCO.OCCO. Its total charge is 0. For the lowest unoccupied orbital energy, the calculation gives 0.0004 Ha.

Element x y z (Å)
1 O 1.584 4.363 -20.274
2 C 2.665 4.128 -19.368
3 C 3.870 4.958 -19.714
4 O 4.520 4.588 -20.904
5 H 1.938 4.086 -21.123
6 H 2.461 4.192 -18.299
7 H 2.868 3.064 -19.490
8 H 4.566 4.827 -18.886
9 H 3.706 6.036 -19.713
10 H 4.108 5.146 -21.568
11 O -0.340 0.927 -25.873
12 C 0.327 2.180 -26.181
13 C 0.673 2.948 -24.942
14 O 1.614 2.099 -24.249
15 H -1.188 1.304 -25.626
16 H 1.255 1.966 -26.711
17 H -0.391 2.769 -26.751
18 H -0.233 3.045 -24.344
19 H 0.965 3.970 -25.184
20 H 1.305 1.195 -24.337
21 O -9.477 5.993 -14.255
22 C -9.847 4.788 -14.774
23 C -9.198 4.546 -16.113
24 O -7.922 3.973 -15.857
25 H -9.795 5.990 -13.350
26 H -9.448 4.103 -14.026
27 H -10.930 4.670 -14.748
28 H -9.111 5.409 -16.774
29 H -9.758 3.739 -16.584
30 H -7.247 4.630 -15.670
31 O -1.860 -3.558 -20.291
32 C -2.775 -2.755 -21.015
33 C -2.586 -1.198 -20.847
34 O -2.715 -0.860 -19.529
35 H -1.952 -3.230 -19.393
36 H -2.868 -3.121 -22.037
37 H -3.732 -2.996 -20.552
38 H -3.287 -0.555 -21.379
39 H -1.613 -0.984 -21.290
40 H -2.639 0.096 -19.502
41 O -5.078 10.570 -24.437
42 C -4.111 10.234 -23.431
43 C -3.183 11.442 -23.127
44 O -3.915 12.424 -22.377
45 H -5.307 9.731 -24.843
46 H -4.564 9.706 -22.591
47 H -3.433 9.452 -23.770
48 H -2.712 11.939 -23.975
49 H -2.281 11.106 -22.615
50 H -4.394 13.049 -22.925
51 O 0.317 2.676 -13.875
52 C -0.902 3.503 -13.754
53 C -0.455 4.453 -12.577
54 O -0.821 3.877 -11.320
55 H 0.374 2.042 -14.594
56 H -0.927 4.114 -14.657
57 H -1.710 2.783 -13.628
58 H -0.906 5.441 -12.669
59 H 0.629 4.566 -12.591
60 H -0.696 2.925 -11.342
61 O -2.123 6.055 -21.516
62 C -3.240 5.182 -21.202
63 C -3.314 4.778 -19.813
64 O -2.308 3.849 -19.361
65 H -1.356 5.498 -21.362
66 H -4.111 5.785 -21.457
67 H -3.024 4.415 -21.946
68 H -4.282 4.303 -19.656
69 H -3.341 5.661 -19.175
70 H -1.437 4.234 -19.483
71 O 3.914 7.782 -23.866
72 C 3.601 8.794 -22.985
73 C 3.293 10.164 -23.659
74 O 4.510 10.865 -23.796
75 H 4.498 8.224 -24.487
76 H 2.756 8.413 -22.412
77 H 4.470 8.858 -22.329
78 H 2.571 10.771 -23.111
79 H 2.820 9.951 -24.617
80 H 5.044 10.352 -24.408

Atom charges from the Löwdin analysis, given in e for atoms 1 to 2:
1 O -0.074
2 C -0.237